16
Properties=species:S:1:pos:R:3:nbo_charge:R:1 method="wB97M-V/def2-TZVPD" de_lowest_kcal_mol=75.9 homo_lumo_gap_ev=9.457 total_energy_ha=-370.89254 spin_multiplicity=1 lumo_energy_ev=0.92
C 1.144 -1.577 -1.052 -0.484
C 0.895 -0.393 -0.481 0.035
C 1.793 0.625 0.132 -0.688
C -1.375 0.583 1.273 -0.717
C -1.154 -0.002 -0.080 0.668
O -1.573 0.757 -1.085 -0.713
F -1.658 -1.226 -0.314 -0.361
H 0.509 -2.326 -1.487 0.219
H 2.167 -1.699 -1.181 0.186
H 2.063 1.483 -0.619 0.221
H 1.251 1.104 0.857 0.217
H 2.790 0.241 0.384 0.221
H -2.457 0.933 1.295 0.225
H -0.776 1.374 1.644 0.239
H -1.336 -0.075 2.222 0.240
H -2.280 0.198 -1.510 0.492